No. 1
DFT (ωB97M-V/def2-TZVPD) results for C7H11N3O2 in the gas phase at a distorted geometry.

Summary:
total charge = 0
Kohn-Sham gap (spin up / spin down) = 6.557 / 6.683 eV
2S+1 = 3
maximum force = 0.068 hartree/bohr
relative energy (zero: lowest compared OMol25 entry of this formula, charge and spin) = 93.3 kcal/mol
LUMO level (spin up / spin down) = 0.488 / -2.829 eV
highest occupied orbital energy (spin up / spin down) = -6.069 / -9.512 eV

The geometry in XYZ format:
```
23
Properties=species:S:1:pos:R:3:forces:R:3:lowdin_charge:R:1
C 1.912 0.350 0.691 0.10 0.02 0.87 -0.052
C 2.157 -0.408 -0.370 -0.51 0.33 0.74 -0.106
C 0.580 0.316 1.400 -0.65 1.65 -1.86 -0.393
C 1.146 -1.246 -1.087 -0.57 1.15 -2.64 -0.125
C -0.215 -1.302 -0.402 1.52 -2.75 -1.58 0.005
C -0.594 0.714 0.588 2.10 1.06 1.98 -0.376
C -0.476 1.733 -0.496 0.46 -2.51 -2.06 -0.011
N 0.539 0.042 2.637 0.75 -0.74 1.60 0.145
N -1.842 0.513 1.084 -0.27 1.83 0.26 0.134
N -1.350 -1.064 -1.145 -0.96 0.23 0.83 -0.400
O -2.442 -1.218 -0.528 0.30 -1.08 -1.68 -0.029
O -1.249 -0.486 -2.236 -0.47 -0.80 -0.38 0.012
H 2.791 0.919 1.103 -1.29 -0.54 -0.09 0.129
H 3.172 -0.329 -0.657 0.76 -0.51 -1.07 0.093
H 1.040 -0.837 -2.206 -0.19 -0.38 2.47 0.163
H 1.512 -2.243 -1.385 -0.12 -0.09 0.92 0.126
H -0.339 -1.969 0.466 -0.16 0.75 -0.39 0.163
H 0.434 2.279 -0.488 0.46 1.15 0.78 0.068
H -1.418 2.253 -0.411 0.12 0.91 -0.83 0.082
H -0.301 1.195 -1.534 -1.06 1.25 1.89 0.118
H -0.357 0.103 3.104 -0.35 0.02 -0.43 0.046
H -2.185 -0.402 1.303 0.12 -0.23 0.22 0.095
H -2.514 1.085 0.570 -0.07 -0.74 0.47 0.111
```
Positions in Å, forces in eV/Å.

***

No. 2
DFT (ωB97M-V/def2-TZVPD) results for C4H12N2O2 in the gas phase at a distorted geometry.

Summary:
total charge = 0
Kohn-Sham gap = 10.010 eV
SMILES string = CO[C@H](C)N(C)ON
maximum force = 0.032 hartree/bohr
relative energy (zero: lowest compared OMol25 entry of this formula, charge and spin) = 116.8 kcal/mol
LUMO level = 1.044 eV
highest occupied orbital energy = -8.965 eV

The geometry in XYZ format:
```
20
Properties=species:S:1:pos:R:3:forces:R:3:lowdin_charge:R:1
C -1.727 -1.604 -0.658 0.17 -0.19 0.03 -0.107
O -1.704 -0.293 -0.140 0.36 0.62 0.81 -0.165
C -0.516 0.033 0.614 -1.11 -0.27 -0.62 -0.403
C -0.791 1.315 1.392 -0.02 -0.44 -0.25 -0.016
N 0.539 0.095 -0.371 1.24 -0.73 0.75 -0.154
C 0.507 1.210 -1.292 0.51 0.15 0.23 -0.059
O 1.790 0.102 0.398 -0.47 0.14 -0.72 -0.186
N 2.479 -1.124 0.190 -0.37 -0.07 -0.27 0.033
H -1.802 -2.337 0.154 -0.04 -0.02 -0.05 0.086
H -0.831 -1.825 -1.244 -0.03 0.03 0.03 0.083
H -2.604 -1.675 -1.298 0.00 -0.02 0.06 0.086
H -0.269 -0.800 1.292 0.02 0.20 -0.15 0.151
H 0.141 1.709 1.790 0.07 0.02 0.06 0.081
H -1.250 2.052 0.739 -0.03 0.11 -0.06 0.079
H -1.474 1.104 2.209 -0.06 0.03 0.09 0.080
H -0.519 1.348 -1.626 -0.02 -0.11 -0.01 0.094
H 1.139 0.963 -2.144 -0.05 0.09 -0.06 0.085
H 0.866 2.142 -0.843 -0.03 0.05 0.01 0.085
H 3.358 -0.898 -0.269 -0.11 0.14 0.17 0.074
H 2.670 -1.515 1.108 -0.03 0.27 -0.05 0.074
```
Positions in Å, forces in eV/Å.

***

No. 3
DFT (ωB97M-V/def2-TZVPD) results for a gas-phase ion, C6H9N2S (charge +1) at a distorted geometry.

Summary:
total charge = +1
Kohn-Sham gap (spin up / spin down) = 7.802 / 7.804 eV
maximum force = 0.126 hartree/bohr
relative energy (zero: lowest compared OMol25 entry of this formula, charge and spin) = 140.4 kcal/mol
LUMO level (spin up / spin down) = -5.690 / -5.690 eV
highest occupied orbital energy (spin up / spin down) = -13.492 / -13.493 eV

The geometry in XYZ format:
```
18
Properties=species:S:1:pos:R:3:forces:R:3:lowdin_charge:R:1
C 0.955 -1.007 -0.306 -0.22 2.17 0.63 -0.138
C 1.980 -0.126 -0.209 -0.02 -0.45 -0.01 -0.038
C -1.178 1.505 0.189 3.45 -3.26 3.84 -0.013
C -3.091 -0.302 0.407 -1.72 -1.37 -0.26 -0.446
C -0.390 -0.604 -0.063 -0.71 1.76 -0.16 -0.358
C 3.420 -0.337 -0.477 -4.32 -4.67 -1.10 -0.001
N -3.260 0.837 -0.344 -0.59 0.85 -1.15 0.015
N -2.297 1.607 -0.489 -0.63 1.22 -1.20 -0.013
S -1.759 -1.476 -0.096 0.16 -0.76 -0.27 1.120
H 1.270 -1.977 -0.475 -0.19 -2.24 -0.62 0.099
H 1.785 0.841 0.111 -0.82 1.90 0.48 0.094
H -1.210 1.075 1.298 -0.28 1.32 -1.94 0.141
H -0.306 2.154 0.044 -0.64 -0.29 -0.52 0.099
H -2.918 -0.149 1.411 1.19 0.94 2.43 0.066
H -4.107 -0.729 0.511 0.78 -0.92 -0.88 0.124
H 3.857 -0.651 0.390 1.37 -1.04 2.58 0.082
H 3.430 -1.184 -1.188 0.87 0.68 0.01 0.124
H 3.821 0.523 -0.714 2.33 4.15 -1.86 0.043
```
Positions in Å, forces in eV/Å.

***

No. 4
DFT (ωB97M-V/def2-TZVPD) results for 2 unconnected molecules or ions with the total composition C6H6O at a distorted geometry.

Summary:
total charge = 0
Kohn-Sham gap (spin up / spin down) = 7.948 / 7.770 eV
2S+1 = 3
maximum force = 0.075 hartree/bohr
relative energy (zero: lowest compared OMol25 entry of this formula, charge and spin) = 0.0 kcal/mol
LUMO level (spin up / spin down) = 0.822 / -2.201 eV
highest occupied orbital energy (spin up / spin down) = -7.125 / -9.970 eV

The geometry in XYZ format:
```
13
Properties=species:S:1:pos:R:3:forces:R:3:lowdin_charge:R:1
C 0.764 1.294 2.286 1.00 -0.99 -1.31 -0.031
C 1.404 2.022 1.368 0.43 -0.71 -1.32 -0.018
C -0.908 0.031 -0.233 0.42 -2.30 -1.87 0.105
C 1.794 2.103 0.128 -0.76 0.28 2.82 -0.221
C -0.865 -0.946 -0.951 -1.20 1.23 0.84 -0.176
C -1.072 -2.169 -1.704 1.18 -1.32 3.12 -0.109
O 1.916 2.376 -0.977 0.87 0.47 -2.97 0.187
H 0.465 0.286 2.111 0.10 -0.63 -0.19 0.057
H -0.599 0.795 0.375 0.00 1.52 1.01 -0.036
H 0.339 1.770 3.054 -1.46 1.61 3.17 0.011
H -2.088 -2.514 -1.727 -0.59 0.15 -0.08 0.073
H -0.493 -2.947 -1.084 -0.75 0.73 -1.21 0.113
H -0.657 -2.100 -2.648 0.75 -0.05 -2.00 0.044
```
Positions in Å, forces in eV/Å.

***

No. 5
DFT (ωB97M-V/def2-TZVPD) results for C5H12O2 in the gas phase at a distorted geometry.

Summary:
total charge = 0
Kohn-Sham gap = 10.812 eV
SMILES string = COC[C@@H](C)CO
maximum force = 0.035 hartree/bohr
relative energy (zero: lowest compared OMol25 entry of this formula, charge and spin) = 28.7 kcal/mol
LUMO level = 0.959 eV
highest occupied orbital energy = -9.853 eV

The geometry in XYZ format:
```
19
Properties=species:S:1:pos:R:3:forces:R:3:lowdin_charge:R:1
C 2.680 0.346 -0.782 -0.83 -1.27 1.01 -0.077
O 1.284 0.568 -0.644 -0.21 0.51 -0.26 -0.219
C 0.508 -0.538 -0.223 -0.25 0.65 0.82 -0.207
C -0.973 -0.136 -0.147 0.15 0.21 -0.01 -0.340
C -1.799 -1.348 0.277 0.04 -0.05 0.02 -0.076
C -1.227 1.038 0.818 -0.22 -0.38 0.13 -0.251
O -0.705 2.272 0.388 0.25 0.05 -0.08 -0.061
H 2.833 -0.738 -0.904 0.24 0.20 -0.09 0.086
H 3.000 0.835 -1.679 0.44 0.51 -0.17 0.082
H 3.185 0.642 0.154 0.11 0.16 -0.60 0.098
H 0.654 -1.366 -0.899 0.00 -0.47 -0.41 0.118
H 0.836 -0.859 0.782 -0.02 -0.03 -0.09 0.137
H -1.289 0.204 -1.142 0.07 -0.10 0.07 0.149
H -2.870 -1.122 0.280 0.17 -0.02 -0.02 0.081
H -1.521 -1.670 1.289 -0.05 0.03 -0.14 0.084
H -1.629 -2.190 -0.402 -0.06 0.06 0.10 0.079
H -2.310 1.190 0.920 0.18 -0.10 -0.05 0.122
H -0.856 0.771 1.826 0.04 0.02 -0.18 0.126
H 0.199 2.099 0.087 -0.07 0.04 -0.04 0.067
```
Positions in Å, forces in eV/Å.

***

No. 6
DFT (ωB97M-V/def2-TZVPD) results for 3 unconnected molecules or ions with the total composition C23H24FN3O4 at a distorted geometry.

Summary:
total charge = 0
Kohn-Sham gap = 6.880 eV
SMILES string = CC1=CC(=O)c2cc(C)c(CON=O)c([C@@H](C)F)c2C1=O.c1cc[nH]c1.c1cc[nH]c1
maximum force = 0.087 hartree/bohr
relative energy (zero: lowest compared OMol25 entry of this formula, charge and spin) = 208.1 kcal/mol
LUMO level = -1.311 eV
highest occupied orbital energy = -8.191 eV

The geometry in XYZ format:
```
55
Properties=species:S:1:pos:R:3:forces:R:3:lowdin_charge:R:1
C 7.506 3.761 1.238 -0.42 -0.11 -1.78 -0.060
C 6.331 2.789 0.733 -0.23 -2.78 0.34 -0.139
C 6.482 1.368 0.645 -1.15 2.69 -0.06 0.048
C 5.275 0.455 0.089 0.20 -0.73 -0.57 -0.276
O 5.442 -0.604 -0.559 -0.50 3.47 2.40 0.042
C 3.804 1.016 0.441 -1.64 0.58 0.51 -0.022
C 2.675 -0.008 0.668 -0.78 4.37 0.37 0.047
C 1.277 0.546 1.053 2.82 1.28 -0.41 -0.133
C 0.118 -0.539 1.299 0.03 1.12 -0.18 -0.083
C 1.069 2.093 1.201 1.89 -1.82 -0.56 -0.031
C -0.422 2.541 1.651 3.16 0.75 0.76 -0.138
O -1.111 3.116 0.503 0.21 0.15 1.78 -0.110
N -1.494 2.069 -0.273 -2.86 -0.26 -0.54 -0.028
O -2.665 2.185 -0.524 2.01 -0.37 -0.33 0.054
C 2.217 3.133 0.933 0.61 -3.19 -0.86 -0.002
C 1.961 4.699 1.087 -0.73 -0.45 1.01 -0.289
C 2.694 5.184 2.430 -0.39 -0.16 0.61 -0.045
F 2.273 5.475 -0.076 -0.20 -1.39 1.76 -0.042
C 3.620 2.575 0.552 -2.30 -2.43 0.57 0.018
C 4.920 3.443 0.286 1.03 1.43 -0.84 -0.246
O 4.969 4.564 -0.268 -0.67 -3.53 1.97 0.066
H 8.522 3.288 0.961 -1.66 0.62 0.81 0.090
H 7.436 4.712 0.586 0.01 -1.39 1.22 0.088
H 7.425 4.046 2.337 0.06 -0.55 -1.48 0.087
H 7.465 0.904 0.978 -1.46 0.40 -0.79 0.120
H 2.834 -1.131 0.581 -0.05 1.84 0.04 0.115
H -0.204 -0.543 2.398 0.58 -0.10 -1.50 0.086
H -0.801 -0.201 0.692 1.40 -0.77 0.81 0.065
H 0.443 -1.596 0.980 -0.44 1.83 0.49 0.091
H -0.252 3.386 2.421 -0.72 -1.19 -1.43 0.134
H -0.992 1.717 2.191 0.65 1.02 -1.12 0.124
H 0.830 4.846 1.271 1.83 -0.17 -0.62 0.131
H 1.923 5.037 3.281 1.18 0.20 -1.34 0.088
H 3.589 4.521 2.732 -1.26 1.27 -0.79 0.088
H 2.955 6.298 2.441 -0.26 -1.66 -0.30 0.095
C -4.358 -2.650 -1.970 0.06 -0.03 0.28 -0.115
C -4.302 -2.215 -3.316 0.06 0.15 -0.21 -0.114
C -3.958 -0.885 -3.303 -0.03 0.01 0.02 -0.139
N -3.809 -0.500 -1.997 0.03 -0.03 -0.04 0.006
C -4.045 -1.571 -1.178 0.00 0.03 0.01 -0.147
H -4.599 -3.643 -1.618 -0.03 0.09 -0.04 0.072
H -4.492 -2.809 -4.198 0.01 0.06 0.09 0.090
H -3.808 -0.181 -4.107 -0.03 -0.09 0.06 0.106
H -3.562 0.428 -1.687 -0.01 -0.15 -0.03 0.104
H -3.972 -1.474 -0.105 -0.04 -0.03 -0.09 0.101
C -6.793 -6.940 -0.825 0.06 0.14 0.22 -0.115
C -6.465 -7.590 -2.040 0.17 -0.08 -0.19 -0.115
C -5.130 -7.369 -2.275 0.01 0.00 -0.08 -0.143
N -4.641 -6.605 -1.249 -0.07 -0.06 0.02 -0.004
C -5.648 -6.343 -0.358 -0.01 0.06 0.05 -0.153
H -7.760 -6.912 -0.345 0.10 0.01 -0.04 0.090
H -7.131 -8.158 -2.672 0.08 0.05 0.06 0.090
H -4.488 -7.687 -3.082 -0.09 0.03 0.06 0.104
H -3.690 -6.286 -1.163 -0.18 -0.06 -0.02 0.143
H -5.463 -5.756 0.529 -0.05 -0.05 -0.08 0.104
```
Positions in Å, forces in eV/Å.

***

No. 7
DFT (ωB97M-V/def2-TZVPD) results for 2 unconnected molecules or ions with the total composition CH6O2 at a distorted geometry.

Summary:
total charge = 0
Kohn-Sham gap = 11.522 eV
SMILES string = CO.O
maximum force = 0.066 hartree/bohr
relative energy (zero: lowest compared OMol25 entry of this formula, charge and spin) = 5.9 kcal/mol
LUMO level = 0.745 eV
highest occupied orbital energy = -10.777 eV

The geometry in XYZ format:
```
9
Properties=species:S:1:pos:R:3:forces:R:3:lowdin_charge:R:1
C 0.420 0.919 0.223 -0.74 2.56 1.97 -0.228
O 0.860 0.101 -0.751 0.75 -1.73 -2.84 -0.119
H 1.221 1.643 0.448 -0.39 0.09 0.41 0.085
H 0.153 0.389 1.153 0.18 0.00 -0.52 0.088
H -0.465 1.472 -0.133 0.05 0.01 0.52 0.093
H 0.904 0.650 -1.562 0.09 -0.87 0.57 0.117
O -1.356 -1.849 0.008 0.81 0.29 0.77 -0.088
H -1.124 -2.025 0.948 -0.24 0.17 -1.06 0.047
H -0.613 -1.300 -0.331 -0.52 -0.52 0.19 0.004
```
Positions in Å, forces in eV/Å.

***

No. 8
DFT (ωB97M-V/def2-TZVPD) results for a molecular structure, C22H16NiPS4 at a distorted geometry.

Summary:
total charge = -1
Kohn-Sham gap (spin up / spin down) = 6.556 / 5.510 eV
2S+1 = 3
maximum force = 0.024 hartree/bohr
relative energy (zero: lowest compared OMol25 entry of this formula, charge and spin) = 14.0 kcal/mol
LUMO level (spin up / spin down) = 2.831 / 1.772 eV
highest occupied orbital energy (spin up / spin down) = -3.724 / -3.738 eV

The geometry in XYZ format:
```
44
Properties=species:S:1:pos:R:3:forces:R:3:lowdin_charge:R:1
Ni -1.924 1.012 0.563 -1.06 0.61 0.08 -0.270
C 4.925 0.902 1.200 0.01 -0.01 0.00 -0.110
C 4.128 -0.088 1.756 0.08 -0.01 0.03 -0.095
C 2.763 -0.117 1.503 -0.01 0.04 -0.05 -0.083
C 2.176 0.847 0.687 0.03 0.14 0.02 -0.360
C 2.985 1.847 0.144 -0.04 -0.07 0.01 -0.111
C 4.348 1.871 0.390 0.03 0.06 -0.02 -0.101
P 0.374 0.930 0.287 0.38 -0.43 0.01 1.071
C -0.260 -0.326 1.470 0.08 0.08 0.07 -0.448
C -0.426 -1.683 1.181 0.08 -0.07 0.05 -0.113
C -0.925 -2.541 2.144 -0.04 -0.08 -0.07 -0.111
C -1.273 -2.064 3.403 0.01 0.09 0.07 -0.104
C -1.112 -0.722 3.704 -0.05 -0.07 0.04 -0.089
C -0.607 0.148 2.745 0.18 -0.14 -0.05 -0.142
C 0.353 0.077 -1.327 0.08 -0.04 -0.05 -0.311
C 1.402 -0.610 -1.885 -0.03 0.12 0.13 -0.093
C 1.280 -1.152 -3.180 0.00 -0.06 -0.16 -0.101
C 0.142 -0.955 -3.912 0.06 -0.01 0.00 -0.054
C -0.948 -0.226 -3.378 0.10 0.06 0.18 -0.186
C -2.118 0.045 -4.121 -0.09 0.00 -0.08 -0.076
C -3.138 0.751 -3.544 -0.03 0.02 -0.07 -0.107
C -3.067 1.172 -2.198 0.13 -0.03 0.03 -0.132
C -1.965 0.924 -1.407 0.29 -0.43 0.05 -0.194
C -0.867 0.257 -2.042 -0.18 0.07 -0.40 -0.205
H 5.989 0.923 1.398 -0.01 0.00 0.01 0.093
H 4.575 -0.843 2.392 -0.03 -0.01 -0.01 0.096
H 2.153 -0.898 1.940 -0.01 0.01 0.01 0.099
H 2.526 2.606 -0.480 0.05 0.03 0.00 0.101
H 4.962 2.655 -0.039 -0.01 -0.01 -0.01 0.096
H -0.184 -2.054 0.192 0.02 0.02 -0.01 0.110
H -1.076 -3.588 1.908 0.03 0.01 -0.02 0.100
H -1.672 -2.741 4.150 -0.04 0.00 -0.02 0.097
H -1.399 -0.346 4.678 0.02 0.02 -0.01 0.104
H -0.455 1.193 2.983 -0.06 0.02 0.01 0.093
H 2.335 -0.726 -1.345 -0.02 -0.01 0.01 0.096
H 2.105 -1.716 -3.602 0.00 0.02 0.00 0.091
H 0.061 -1.351 -4.920 0.01 0.00 0.01 0.101
H -2.189 -0.308 -5.145 -0.01 0.00 0.01 0.095
H -4.032 0.971 -4.122 0.02 -0.01 -0.01 0.089
H -3.927 1.684 -1.777 -0.02 -0.04 0.05 0.083
S -2.962 2.748 1.663 0.25 -0.02 -0.17 0.047
S -4.426 2.071 2.798 -0.46 -0.83 0.12 -0.127
S -4.977 0.061 2.208 0.18 0.74 0.18 -0.079
S -3.653 -0.641 0.936 0.06 0.25 0.04 0.141
```
Positions in Å, forces in eV/Å.

***

No. 9
DFT (ωB97M-V/def2-TZVPD) results for 2 unconnected molecules or ions with the total composition C2H2BrFO at a distorted geometry.

Summary:
total charge = 0
Kohn-Sham gap (spin up / spin down) = 8.295 / 8.911 eV
maximum force = 0.053 hartree/bohr
relative energy (zero: lowest compared OMol25 entry of this formula, charge and spin) = 86.0 kcal/mol
LUMO level (spin up / spin down) = -1.120 / -1.429 eV
highest occupied orbital energy (spin up / spin down) = -9.416 / -10.340 eV

The geometry in XYZ format:
```
7
Properties=species:S:1:pos:R:3:forces:R:3:lowdin_charge:R:1
C -0.795 0.666 -0.519 0.07 -0.89 -1.95 -0.422
C 0.620 1.109 -0.741 0.99 -2.44 0.73 -0.747
O -1.613 1.305 0.070 -0.33 0.28 0.36 0.030
F 1.223 2.206 -0.401 -1.10 0.92 0.76 0.025
Br 1.780 0.251 -1.966 -0.59 -0.35 -0.05 0.756
H -1.062 -0.319 -1.158 0.85 1.73 1.45 0.152
H 0.622 -0.115 0.991 0.11 0.75 -1.30 0.206
```
Positions in Å, forces in eV/Å.